Formula: C4H8N3
Source: the OMol25 dataset
Level of theory: wB97M-V/def2-TZVPD

Calculated values
LUMO level: -0.1431 Ha
SMILES: C1C[NH2+][C@@H]2NC2=N1

```
! RIJCOSX wB97M-V def2-TZVPD def2/J DEFGRID3
* xyz 1 1
C -0.4816 1.5061 -0.2172
C -1.2487 0.1796 0.2006
N -0.3369 -1.0509 0.2269
C 0.8904 -0.8094 -0.5584
N 2.1345 -0.5730 0.2042
C 1.4421 0.5316 -0.1198
N 0.8523 1.5650 0.2192
H -0.6588 1.6019 -1.3292
H -1.0383 2.4684 0.0533
H -1.7716 0.2421 1.1020
H -2.2188 -0.0218 -0.4197
H -0.1040 -1.2084 1.2081
H -0.7572 -1.9409 -0.1915
H 1.0240 -1.4002 -1.4957
H 2.2727 -1.0898 1.1171
*
```

---

Formula: C5H8O
Source: the OMol25 dataset
Level of theory: wB97M-V/def2-TZVPD

Calculated values
LUMO level: 0.0422 Ha

```
! RIJCOSX wB97M-V def2-TZVPD def2/J DEFGRID3
* xyz 0 1
C -1.1246 -0.4370 -0.4742
C -0.9688 0.8309 0.4154
C 0.4958 1.0002 -0.0828
O 1.4961 0.5538 0.8386
C 1.2218 -0.8070 0.4537
C 0.3766 -0.3758 -0.7540
H -1.4676 -1.3587 0.0095
H -1.7313 -0.2629 -1.3672
H -1.0103 0.6366 1.4918
H -1.6427 1.6535 0.1674
H 0.7709 1.9347 -0.5794
H 0.6545 -1.3194 1.2446
H 2.1077 -1.3799 0.1819
H 0.7845 -0.6078 -1.7402
*
```